[1]
# C4H7Cl3

2 unconnected molecules or ions with the total composition C4H7Cl3 in a non-equilibrium geometry (ωB97M-V with the def2-TZVPD basis set, the OMol25 dataset).

Each line ends with the natural charge from an NBO analysis.
Cartesian coordinates (Å):
1 C 1.70 -0.85 -0.01  -0.682
2 C -2.21 1.11 0.07  -0.420
3 C 1.10 0.22 -0.87  -0.157
4 C -1.57 0.03 -0.75  -0.232
5 Cl -4.06 1.15 0.00  -0.100
6 Cl 1.20 1.81 -0.36  0.019
7 Cl -1.64 -1.59 -0.32  0.050
8 H 2.42 -1.45 -0.61  0.224
9 H 0.93 -1.54 0.32  0.235
10 H 2.02 -0.41 0.82  0.219
11 H -1.76 2.16 0.03  0.248
12 H -2.06 0.84 1.04  0.207
13 H 1.38 0.02 -1.90  0.189
14 H -1.78 0.23 -1.84  0.200

2S+1: 1
E_HOMO (spin up / spin down), eV: -8.52 / -8.36
Kohn-Sham gap (spin up / spin down), eV: 8.474 / 7.832
Energy relative to the best compared isomer or geometry (same formula, charge and spin), kcal per mole: 88.9
E_LUMO (spin up / spin down), Eh: -0.0019 / -0.0193



[2]
# C4H7ClFNO4

A single C4H7ClFNO4 molecule in a non-equilibrium geometry (ωB97M-V with the def2-TZVPD basis set, the OMol25 dataset).

Each line ends with the natural charge from an NBO analysis.
Cartesian coordinates (Å):
1 C 0.94 1.30 0.39  -0.093
2 C -0.07 -0.06 -1.61  -0.089
3 C -1.54 0.03 0.81  0.234
4 C 0.11 0.07 -0.05  0.010
5 N 0.81 -1.12 0.41  0.513
6 O 0.96 -2.10 -0.30  -0.379
7 O 1.25 -1.13 1.52  -0.375
8 O 1.02 1.51 1.77  -0.714
9 O -0.82 -1.20 -2.00  -0.731
10 F -1.97 -1.24 0.70  -0.326
11 Cl -2.64 1.16 0.02  -0.010
12 H 0.47 2.17 0.03  0.196
13 H 1.87 1.25 -0.10  0.175
14 H -0.41 0.97 -1.92  0.221
15 H 0.99 -0.37 -1.92  0.193
16 H -1.46 0.29 1.83  0.189
17 H 0.90 0.53 2.15  0.484
18 H -0.44 -2.06 -1.75  0.505

2S+1: 1
E_HOMO, eV: -10.63
Kohn-Sham gap, eV: 9.923
Energy relative to the best compared isomer or geometry (same formula, charge and spin), kcal per mole: 14.7
SMILES: O=[N+]([O-])C(CO)(CO)[C@H](F)Cl
E_LUMO, Eh: -0.0261



[3]
# C4H7ClIO4

2 unconnected molecules or ions with the total composition C4H7ClIO4 (ωB97M-V with the def2-TZVPD basis set, the OMol25 dataset).

Each line ends with the natural charge from an NBO analysis.
Cartesian coordinates (Å):
1 C 2.40 0.57 0.40  -0.289
2 O 1.03 0.99 0.36  -0.556
3 C 0.24 0.28 -0.55  -0.155
4 C -0.89 -0.45 0.14  0.470
5 O -1.57 -1.23 -0.77  -0.705
6 I -0.09 -1.73 1.72  0.050
7 O -1.77 0.45 0.85  -0.564
8 C -2.84 0.96 0.22  0.657
9 O -2.89 1.35 -0.91  -0.558
10 H 3.05 1.44 0.25  0.155
11 H 2.63 0.16 1.39  0.170
12 H 2.63 -0.20 -0.34  0.255
13 H -0.25 0.99 -1.24  0.195
14 H 0.79 -0.45 -1.15  0.240
15 H -2.08 -1.90 -0.30  0.485
16 H -3.69 1.04 0.90  0.107
17 Cl 3.28 -2.26 -0.97  -0.957

2S+1: 1
E_HOMO, eV: -4.04
Kohn-Sham gap, eV: 6.642
E_LUMO, Eh: 0.0956
Total charge: -1



[4]
# C4H7ClN2S

A single C4H7ClN2S molecule in a non-equilibrium geometry (ωB97M-V with the def2-TZVPD basis set, the OMol25 dataset).

Each line ends with the natural charge from an NBO analysis.
Cartesian coordinates (Å):
1 C -1.72 0.87 -0.19  -0.466
2 C -0.25 0.13 1.53  0.242
3 C 1.50 -0.15 -0.22  0.087
4 C 0.70 -1.29 -0.85  -0.449
5 H -0.87 1.22 -0.77  0.190
6 H -2.29 1.76 0.07  0.219
7 H -2.35 0.28 -0.81  0.218
8 H -0.16 -0.18 2.55  0.182
9 H 1.58 1.09 1.37  0.422
10 H -0.27 -1.49 -0.42  0.236
11 H 1.34 -2.17 -0.90  0.253
12 N -1.41 0.18 1.07  -0.382
13 N 0.91 0.49 0.82  -0.635
14 S 3.02 0.24 -0.69  -0.074
15 Cl 0.27 -0.98 -2.57  -0.044

2S+1: 1
E_HOMO, eV: -8.92
Kohn-Sham gap, eV: 8.875
Energy relative to the best compared isomer or geometry (same formula, charge and spin), kcal per mole: 19.6
SMILES: C/N=C\NC(=S)CCl
E_LUMO, Eh: -0.0017



[5]
# C4H7ClN3

A gas-phase ion, C4H7ClN3 (charge +1) in a non-equilibrium geometry (ωB97M-V with the def2-TZVPD basis set, the OMol25 dataset).

Each line ends with the natural charge from an NBO analysis.
Cartesian coordinates (Å):
1 C 0.41 0.52 1.72  0.302
2 C -0.53 0.61 -1.56  0.184
3 C -0.69 0.85 0.79  -0.276
4 C 2.12 -1.20 1.06  0.173
5 N 1.21 -0.42 1.51  -0.310
6 N -0.95 0.16 -0.37  -0.655
7 N -1.10 0.00 -2.60  -0.785
8 Cl 3.41 -0.69 0.05  0.162
9 H 0.19 0.95 2.67  0.246
10 H -1.46 0.77 1.57  0.245
11 H -0.52 1.93 0.52  0.291
12 H 2.15 -2.30 1.21  0.270
13 H -1.65 -0.60 -0.50  0.382
14 H -0.87 0.23 -3.53  0.412
15 H -1.71 -0.81 -2.54  0.358

2S+1: 1
E_HOMO, eV: -12.14
Kohn-Sham gap, eV: 6.865
Energy relative to the best compared isomer or geometry (same formula, charge and spin), kcal per mole: 64.3
E_LUMO, Eh: -0.1937
Total charge: +1



[6]
# C4H7ClNO

A molecular structure, C4H7ClNO in a non-equilibrium geometry (ωB97M-V with the def2-TZVPD basis set, the OMol25 dataset).

Each line ends with the natural charge from an NBO analysis.
Cartesian coordinates (Å):
1 C -1.95 -0.06 1.12  0.514
2 C 0.42 -1.10 0.28  -0.239
3 C -0.69 -0.46 -0.25  -0.133
4 C 1.29 0.94 -1.07  -0.425
5 N 0.46 0.33 -0.02  -0.355
6 O -1.51 0.51 2.03  -0.473
7 Cl -3.37 -0.88 0.82  0.144
8 H 0.44 -1.26 1.43  0.250
9 H 1.26 -1.73 -0.07  0.275
10 H -1.21 -0.47 -1.15  0.258
11 H 1.95 0.34 -1.63  0.249
12 H 0.54 1.46 -1.70  0.237
13 H 2.04 1.49 -0.62  0.246
14 H 0.34 0.90 0.84  0.453

2S+1: 1
E_HOMO, eV: -14.90
Kohn-Sham gap, eV: 11.067
Energy relative to the best compared isomer or geometry (same formula, charge and spin), kcal per mole: 45.4
E_LUMO, Eh: -0.1409
Total charge: +1



[7]
# C4H7ClNO2

A gas-phase ion, C4H7ClNO2 (charge -1) in a non-equilibrium geometry (ωB97M-V with the def2-TZVPD basis set, the OMol25 dataset).

Each line ends with the natural charge from an NBO analysis.
Cartesian coordinates (Å):
1 C -3.07 0.81 0.10  0.862
2 C 0.39 -0.31 -1.14  -0.611
3 C -0.14 0.14 1.39  -0.632
4 C -0.56 0.17 -0.11  -0.085
5 N -1.97 -0.12 -0.26  -0.529
6 O -4.13 0.28 0.31  -0.735
7 O -2.71 2.02 0.09  -0.800
8 Cl -2.50 -1.75 -0.19  0.044
9 H -0.09 -0.10 -2.03  0.223
10 H 1.36 0.28 -1.06  0.192
11 H 0.72 -1.36 -0.96  0.194
12 H 0.47 -0.84 1.62  0.181
13 H -1.09 0.36 1.99  0.238
14 H 0.49 0.99 1.55  0.194
15 H -0.72 1.32 -0.25  0.263

2S+1: 1
E_HOMO, eV: -4.23
Kohn-Sham gap, eV: 7.852
Energy relative to the best compared isomer or geometry (same formula, charge and spin), kcal per mole: 39.7
SMILES: CC(C)N(Cl)C(=O)[O-]
E_LUMO, Eh: 0.1333
Total charge: -1



[8]
# C4H7ClO

A single C4H7ClO molecule in a non-equilibrium geometry (ωB97M-V with the def2-TZVPD basis set, the OMol25 dataset).

Each line ends with the natural charge from an NBO analysis.
Cartesian coordinates (Å):
1 C 0.92 -1.65 0.12  -0.250
2 C -0.50 0.26 -0.12  0.306
3 C 0.56 1.35 -0.14  -0.665
4 C -1.78 0.64 0.06  -0.296
5 H 1.08 -2.53 -0.49  0.205
6 H 1.86 -1.02 0.13  0.170
7 H 0.66 -1.85 1.19  0.182
8 H 1.26 1.16 0.70  0.214
9 H 0.04 2.28 -0.01  0.226
10 H 1.14 1.31 -1.09  0.226
11 H -2.01 1.64 0.24  0.210
12 O -0.20 -1.02 -0.49  -0.510
13 Cl -3.01 -0.58 -0.09  -0.018

2S+1: 1
E_HOMO, eV: -8.67
Kohn-Sham gap, eV: 9.562
Energy relative to the best compared isomer or geometry (same formula, charge and spin), kcal per mole: 32.1
SMILES: CO/C(C)=C\Cl
E_LUMO, Eh: 0.0329



[9]
# C4H7ClOS

A single C4H7ClOS molecule in a non-equilibrium geometry (ωB97M-V with the def2-TZVPD basis set, the OMol25 dataset).

Each line ends with the natural charge from an NBO analysis.
Cartesian coordinates (Å):
1 C -0.15 -1.41 1.62  -0.746
2 C -0.41 0.72 -0.24  -0.234
3 C -0.04 -0.11 -1.42  -0.117
4 C -0.31 2.05 -0.10  -0.180
5 H 0.80 -1.02 2.06  0.211
6 H 0.06 -2.11 0.78  0.249
7 H -0.75 -1.85 2.38  0.228
8 H 0.37 0.61 -2.13  0.182
9 H -0.94 -0.58 -1.89  0.209
10 H 1.63 -0.64 -0.71  0.465
11 H -0.79 2.60 0.72  0.234
12 O 0.91 -1.13 -1.11  -0.705
13 S -1.22 -0.08 1.08  0.225
14 Cl 0.83 2.96 -1.06  -0.022

2S+1: 1
E_HOMO, eV: -8.45
Kohn-Sham gap, eV: 8.861
Energy relative to the best compared isomer or geometry (same formula, charge and spin), kcal per mole: 27.0
SMILES: CS/C(=C/Cl)CO
E_LUMO, Eh: 0.0152



[10]
# C4H7ClS

A single C4H7ClS molecule in a non-equilibrium geometry (ωB97M-V with the def2-TZVPD basis set, the OMol25 dataset).

Each line ends with the natural charge from an NBO analysis.
Cartesian coordinates (Å):
1 C -1.56 -0.05 0.11  -0.619
2 C -0.77 -0.72 -1.07  -0.492
3 C 1.35 -0.20 0.82  -0.383
4 C 1.86 1.07 0.58  -0.223
5 H -1.68 -0.77 0.92  0.211
6 H -2.64 0.11 -0.29  0.212
7 H -1.00 0.80 0.41  0.218
8 H -0.61 0.11 -1.84  0.216
9 H -1.24 -1.59 -1.44  0.219
10 H 1.42 -0.60 1.85  0.226
11 H 1.88 1.72 1.44  0.227
12 S 0.81 -1.40 -0.41  0.190
13 Cl 2.19 1.53 -1.08  -0.002

2S+1: 1
E_HOMO, eV: -8.62
Kohn-Sham gap, eV: 9.275
Energy relative to the best compared isomer or geometry (same formula, charge and spin), kcal per mole: 22.4
SMILES: CCS/C=C\Cl
E_LUMO, Eh: 0.0240



[11]
# C4H7ClS

A single C4H7ClS molecule in a non-equilibrium geometry (ωB97M-V with the def2-TZVPD basis set, the OMol25 dataset).

Each line ends with the natural charge from an NBO analysis.
Cartesian coordinates (Å):
1 C -0.41 -0.36 1.96  -0.280
2 C -0.19 0.07 0.72  -0.036
3 C -0.73 1.22 0.05  -0.682
4 C 0.89 -0.90 -1.70  -0.743
5 S 1.58 -0.42 -0.12  0.134
6 Cl 0.46 -1.64 2.66  0.037
7 H -1.24 0.04 2.52  0.218
8 H -1.62 1.61 0.59  0.219
9 H -0.99 1.03 -1.04  0.225
10 H 0.01 2.00 0.21  0.243
11 H -0.14 -0.79 -1.57  0.219
12 H 1.26 -1.83 -1.98  0.229
13 H 1.11 -0.04 -2.32  0.217

2S+1: 1
E_HOMO, eV: -8.55
Kohn-Sham gap, eV: 9.247
Energy relative to the best compared isomer or geometry (same formula, charge and spin), kcal per mole: 27.3
SMILES: CS/C(C)=C\Cl
E_LUMO, Eh: 0.0255



[12]
# C4H7F

A molecular structure, C4H7F in a non-equilibrium geometry (ωB97M-V with the def2-TZVPD basis set, the OMol25 dataset).

Each line ends with the natural charge from an NBO analysis.
Cartesian coordinates (Å):
1 C 1.29 1.72 -0.80  -0.593
2 C 0.91 1.06 0.46  -0.470
3 C -0.09 0.03 -0.05  -0.261
4 C -0.50 -1.18 0.62  0.211
5 H 1.73 2.97 -0.77  0.212
6 H 2.12 1.03 -1.13  0.219
7 H -0.01 1.71 -1.27  0.217
8 H 0.20 1.89 1.05  0.211
9 H 1.69 0.59 1.06  0.225
10 H -0.88 0.16 -0.83  0.231
11 H 0.01 -1.86 1.25  0.182
12 F -1.61 -1.81 -0.09  -0.385

2S+1: 1
E_HOMO, eV: -9.30
Kohn-Sham gap, eV: 10.110
Energy relative to the best compared isomer or geometry (same formula, charge and spin), kcal per mole: 86.3
E_LUMO, Eh: 0.0299



[13]
# C4H7F6NO5PS2

A molecular structure, C4H7F6NO5PS2 in a non-equilibrium geometry (ωB97M-V with the def2-TZVPD basis set, the OMol25 dataset).

Each line ends with the natural charge from an NBO analysis.
Cartesian coordinates (Å):
1 C -5.00 0.50 0.89  -0.646
2 C -3.67 -0.26 0.69  -0.058
3 O -2.56 0.55 0.38  -0.764
4 P -2.20 1.65 1.61  0.550
5 H -5.17 1.22 0.09  0.208
6 H -5.83 -0.22 0.89  0.200
7 H -5.01 0.98 1.87  0.217
8 H -3.81 -0.91 -0.19  0.182
9 H -3.51 -0.92 1.55  0.166
10 H -1.60 2.73 0.89  -0.028
11 H -1.05 1.11 2.28  -0.028
12 C 5.05 -1.27 -0.62  0.707
13 F 6.12 -1.56 0.12  -0.320
14 F 5.43 -0.37 -1.53  -0.322
15 F 4.72 -2.38 -1.29  -0.322
16 S 3.67 -0.66 0.41  2.232
17 O 4.18 0.54 1.03  -0.935
18 O 3.37 -1.76 1.30  -0.935
19 N 2.64 -0.44 -0.78  -1.208
20 S 1.21 0.11 -0.37  2.230
21 O 1.17 1.49 0.07  -0.941
22 O 0.36 -0.80 0.35  -0.935
23 C 0.51 0.16 -2.06  0.709
24 F 0.51 -1.05 -2.63  -0.323
25 F 1.22 0.96 -2.87  -0.323
26 F -0.74 0.60 -2.06  -0.313

2S+1: 1
E_HOMO, eV: -6.20
Kohn-Sham gap, eV: 9.296
E_LUMO, Eh: 0.1136
Total charge: -1



[14]
# C4H7FI2

A molecular structure, C4H7FI2 in a non-equilibrium geometry (ωB97M-V with the def2-TZVPD basis set, the OMol25 dataset).

Each line ends with the Mulliken spin population.
Cartesian coordinates (Å):
1 C -0.72 -0.37 1.75  -0.012
2 C 0.60 -1.30 -0.18  -0.007
3 C 0.53 -0.32 0.97  0.767
4 C 0.10 1.64 -1.62  0.799
5 F 1.65 -1.02 -1.03  0.005
6 I -1.54 0.63 -2.47  0.105
7 I 0.07 3.82 -1.92  0.074
8 H -0.91 -1.37 2.13  0.049
9 H -1.69 -0.15 1.08  0.056
10 H -0.64 0.33 2.65  0.005
11 H -0.45 -1.27 -0.66  0.041
12 H 0.74 -2.36 0.06  0.044
13 H 1.22 0.41 1.16  0.046
14 H 1.04 1.34 -1.94  0.028

2S+1: 3
E_HOMO (spin up / spin down), eV: -7.74 / -9.52
Kohn-Sham gap (spin up / spin down), eV: 7.466 / 7.963
Energy relative to the best compared isomer or geometry (same formula, charge and spin), kcal per mole: 0.3
E_LUMO (spin up / spin down), Eh: -0.0101 / -0.0574



[15]
# C4H7FN2

A single C4H7FN2 molecule in a non-equilibrium geometry (ωB97M-V with the def2-TZVPD basis set, the OMol25 dataset).

Each line ends with the natural charge from an NBO analysis.
Cartesian coordinates (Å):
1 C -0.20 1.77 -0.60  0.037
2 C -0.79 -0.33 -1.02  -0.098
3 C 0.31 1.09 0.63  0.290
4 C 0.49 -1.51 0.71  -0.419
5 N -0.76 1.03 -1.45  -0.343
6 N -0.39 -0.42 0.37  -0.441
7 F -0.15 1.59 1.80  -0.334
8 H -0.10 2.83 -0.74  0.198
9 H -1.80 -0.71 -1.16  0.198
10 H -0.12 -0.91 -1.69  0.179
11 H 1.40 0.99 0.71  0.159
12 H 0.80 -1.40 1.75  0.208
13 H -0.09 -2.43 0.62  0.204
14 H 1.38 -1.58 0.07  0.162

2S+1: 1
E_HOMO, eV: -9.14
Kohn-Sham gap, eV: 10.186
Energy relative to the best compared isomer or geometry (same formula, charge and spin), kcal per mole: 24.1
SMILES: CN1CN=C[C@H]1F
E_LUMO, Eh: 0.0384



[16]
# C4H7FN2

A single C4H7FN2 molecule in a non-equilibrium geometry (ωB97M-V with the def2-TZVPD basis set, the OMol25 dataset).

Each line ends with the natural charge from an NBO analysis.
Cartesian coordinates (Å):
1 C -1.89 -1.07 0.05  -0.683
2 C -0.98 0.12 -0.05  0.449
3 C 1.36 0.75 0.00  -0.101
4 C 2.63 0.46 0.03  0.160
5 H -2.63 -1.11 -0.75  0.239
6 H -1.26 -1.97 -0.03  0.218
7 H -2.46 -1.05 0.98  0.242
8 H -2.19 1.55 -0.05  0.334
9 H 0.67 -1.14 -0.18  0.394
10 H 1.07 1.75 0.17  0.249
11 H 3.37 1.27 0.15  0.168
12 N -1.18 1.39 -0.10  -0.720
13 N 0.37 -0.19 -0.17  -0.608
14 F 3.13 -0.77 -0.06  -0.340

2S+1: 1
E_HOMO, eV: -8.24
Kohn-Sham gap, eV: 9.097
Energy relative to the best compared isomer or geometry (same formula, charge and spin), kcal per mole: 10.6
SMILES: [H]/N=C(\C)N/C=C\F
E_LUMO, Eh: 0.0315



[17]
# C4H7FN2

A single C4H7FN2 molecule in a non-equilibrium geometry (ωB97M-V with the def2-TZVPD basis set, the OMol25 dataset).

Each line ends with the natural charge from an NBO analysis.
Cartesian coordinates (Å):
1 C -0.90 -2.14 -0.57  -0.414
2 C -0.68 1.35 -0.15  -0.080
3 C 0.53 1.71 0.59  0.346
4 C 1.74 1.16 0.56  -0.495
5 H -0.17 -2.96 -0.55  0.203
6 H -1.42 -2.15 -1.57  0.215
7 H -1.66 -2.32 0.23  0.182
8 H 0.38 -0.81 0.37  0.353
9 H -1.40 2.16 -0.35  0.207
10 H 2.54 1.58 1.19  0.226
11 H 1.97 0.34 -0.08  0.220
12 N -0.21 -0.88 -0.43  -0.443
13 N -1.02 0.20 -0.61  -0.187
14 F 0.31 2.79 1.37  -0.333

2S+1: 1
E_HOMO, eV: -8.75
Kohn-Sham gap, eV: 9.474
Energy relative to the best compared isomer or geometry (same formula, charge and spin), kcal per mole: 36.8
SMILES: C=C(F)/C=N\NC
E_LUMO, Eh: 0.0268